Record 1
Computed, not measured: a 2-piece molecular cluster, C2H5BrSi overall at a distorted geometry, with ωB97M-V/def2-TZVPD.

Geometry as XYZ:
```
9
C2H5BrSi ωB97M-V/def2-TZVPD
C -0.164 -0.218 0.820
C -0.163 -0.583 -0.727
Si 1.351 0.469 -0.171
Br 3.392 -0.115 0.133
H -0.904 0.379 1.243
H -0.059 -1.227 1.314
H -0.158 -1.740 -1.054
H -0.988 -0.061 -1.030
H 1.570 2.593 -0.171
```

The value obtained for the energy is -80072.2720 eV. Its energy above the lowest of the compared OMol25 structures with the same formula, charge and spin is 67.6 kcal/mol. The LUMO energy comes out at -0.2092 eV. Its gap between HOMO and LUMO is 0.33176 Ha.



Record 2
Computed, not measured: a 7-piece molecular cluster, C9H30IN12O11P overall at a distorted geometry, with ωB97M-V/def2-TZVPD.

Geometry as XYZ:
```
64
C9H30IN12O11P ωB97M-V/def2-TZVPD
O 0.324 1.206 2.212
C -0.475 0.814 1.372
C -1.200 -0.487 1.650
O -1.696 -1.174 0.528
O -3.127 -1.264 0.677
O -0.798 1.626 0.337
C -1.078 1.112 -0.961
P 0.378 0.437 -1.893
O -0.454 -0.592 -2.844
I 1.674 -1.006 -0.424
H -0.494 -1.118 2.164
H -2.004 -0.265 2.336
H -3.327 -2.093 0.226
H -1.918 0.437 -1.001
H -1.369 1.967 -1.553
H 0.098 -0.788 -3.603
C 3.766 2.536 0.278
O 3.206 2.750 -0.790
N 5.107 2.758 0.449
N 3.093 2.068 1.364
H 5.579 2.598 1.316
H 5.625 3.110 -0.340
H 2.106 1.908 1.250
H 3.508 1.891 2.257
C 4.515 -3.804 -1.263
O 3.904 -3.640 -2.300
N 5.813 -3.392 -1.101
N 3.954 -4.411 -0.169
H 6.333 -3.518 -0.255
H 6.249 -2.940 -1.881
H 3.005 -4.721 -0.256
H 4.439 -4.558 0.695
C 9.020 2.701 -0.626
O 8.373 3.528 -1.241
N 10.283 2.327 -0.995
N 8.518 2.081 0.489
H 10.828 1.649 -0.500
H 10.670 2.766 -1.808
H 7.598 2.353 0.764
H 9.010 1.392 1.023
C 1.851 5.233 -2.487
O 1.456 6.232 -3.068
N 3.047 4.632 -2.761
N 1.131 4.620 -1.498
H 3.380 3.819 -2.266
H 3.613 5.044 -3.476
H 0.254 5.025 -1.239
H 1.462 3.797 -1.022
C -6.539 -2.376 2.027
O -6.087 -3.448 1.653
N -5.757 -1.249 2.051
N -7.832 -2.215 2.428
H -6.085 -0.347 2.337
H -4.803 -1.364 1.755
H -8.445 -3.020 2.420
H -8.198 -1.334 2.732
C -11.029 -3.749 0.907
O -10.063 -3.960 1.620
N -12.266 -4.261 1.184
N -10.942 -2.985 -0.223
H -13.072 -4.103 0.611
H -12.354 -4.828 2.005
H -10.042 -2.606 -0.449
H -11.718 -2.798 -0.828
```

The structure (SMILES) is O=C(COO)OCP(O)I.NC(N)=O.NC(N)=O.NC(N)=O.NC(N)=O.NC(N)=O.NC(N)=O. The value obtained for the energy is -67616.5874 eV. The LUMO energy comes out at -0.0217 eV. Its gap between HOMO and LUMO is 0.31428 Ha.



Record 3
Computed, not measured: C69H56INOOsP4S2 as an isolated structure at a distorted geometry, with ωB97M-V/def2-TZVPD.

Geometry as XYZ:
```
135
C69H56INOOsP4S2 ωB97M-V/def2-TZVPD
Os 0.559 -0.340 -0.092
S 1.504 -2.467 -0.919
P -0.433 -3.015 -1.182
C -1.042 -1.586 -0.441
P -2.478 -0.648 -0.640
S -1.500 1.031 -0.054
C -3.948 -0.955 0.357
C -4.686 -2.130 0.191
C -5.910 -2.283 0.816
C -6.416 -1.255 1.603
C -5.686 -0.092 1.781
C -4.450 0.060 1.164
C -3.089 -0.455 -2.324
C -2.219 0.112 -3.257
C -2.653 0.383 -4.540
C -3.964 0.096 -4.902
C -4.837 -0.458 -3.979
C -4.406 -0.730 -2.688
C -0.814 -3.343 -2.911
C -1.451 -4.518 -3.305
C -1.708 -4.748 -4.650
C -1.323 -3.817 -5.600
C -0.672 -2.651 -5.212
C -0.420 -2.415 -3.875
C -0.763 -4.544 -0.292
C -2.077 -4.952 -0.060
C -2.330 -6.159 0.569
C -1.270 -6.964 0.973
C 0.037 -6.560 0.749
C 0.295 -5.352 0.114
H -4.317 -2.918 -0.454
H -6.480 -3.193 0.675
H -7.387 -1.361 2.069
H -6.078 0.705 2.399
H -3.887 0.975 1.295
H -1.205 0.356 -2.963
H -1.977 0.830 -5.258
H -4.308 0.316 -5.905
H -5.861 -0.668 -4.258
H -5.103 -1.143 -1.973
H -1.738 -5.261 -2.574
H -2.200 -5.663 -4.953
H -1.520 -4.003 -6.648
H -0.357 -1.932 -5.958
H 0.094 -1.517 -3.573
H -2.902 -4.330 -0.378
H -3.350 -6.477 0.740
H -1.469 -7.910 1.459
H 0.860 -7.188 1.066
H 1.317 -5.038 -0.059
C 0.969 5.630 3.678
C 2.004 4.560 3.297
C 3.361 4.897 3.944
C 1.558 3.193 3.796
C 1.551 2.889 5.153
C 1.244 1.620 5.619
C 0.953 0.612 4.717
C 0.908 0.888 3.352
P 0.571 -0.498 2.228
C 1.874 -1.694 2.717
C 1.655 -3.047 2.969
C 2.720 -3.894 3.242
C 4.017 -3.408 3.276
C 4.244 -2.054 3.071
C 3.181 -1.208 2.804
C -0.994 -1.153 2.887
C -1.420 -2.452 2.610
C -2.546 -2.967 3.226
C -3.281 -2.183 4.105
C -2.903 -0.871 4.335
C -1.769 -0.354 3.724
C 1.174 2.185 2.922
O 1.085 2.387 1.574
C 1.721 3.464 1.015
C 1.920 3.381 -0.367
C 2.586 4.432 -0.983
C 3.023 5.524 -0.251
C 2.806 5.568 1.113
C 2.176 4.523 1.785
P 1.091 2.064 -1.352
C 1.925 1.845 -2.958
C 2.100 0.553 -3.432
C 2.666 0.308 -4.676
C 3.063 1.371 -5.469
C 2.844 2.673 -5.033
C 2.265 2.910 -3.798
C -0.345 3.069 -1.874
C -0.966 3.922 -0.958
C -2.085 4.649 -1.325
C -2.602 4.532 -2.608
C -1.998 3.680 -3.520
C -0.879 2.946 -3.155
H 0.837 5.666 4.760
H 0.001 5.416 3.222
H 1.295 6.615 3.343
H 3.269 4.966 5.026
H 3.735 5.859 3.594
H 4.104 4.134 3.709
H 1.816 3.658 5.867
H 1.260 1.413 6.681
H 0.751 -0.393 5.068
H 0.660 -3.459 2.979
H 2.528 -4.940 3.444
H 4.844 -4.074 3.486
H 5.246 -1.652 3.141
H 3.371 -0.149 2.702
H -0.881 -3.068 1.907
H -2.850 -3.985 3.016
H -4.148 -2.594 4.605
H -3.488 -0.245 4.995
H -1.477 0.667 3.932
H 2.774 4.413 -2.047
H 3.533 6.337 -0.748
H 3.145 6.432 1.671
H 1.757 -0.276 -2.831
H 2.797 -0.712 -5.019
H 3.517 1.191 -6.435
H 3.108 3.509 -5.668
H 2.030 3.930 -3.523
H -0.573 4.027 0.045
H -2.553 5.311 -0.609
H -3.472 5.107 -2.897
H -2.397 3.586 -4.522
H -0.427 2.277 -3.875
I 6.239 -1.647 -2.290
C 5.117 -0.457 -1.013
C 5.709 0.516 -0.227
C 4.887 1.230 0.624
C 3.537 0.947 0.654
N 2.935 0.045 -0.133
C 3.747 -0.650 -0.949
H 6.774 0.700 -0.269
H 5.284 1.993 1.281
H 2.905 1.433 1.357
H 3.303 -1.391 -1.595
```

The value obtained for the energy is -145383.2837 eV. Its total charge is +2. The LUMO energy (spin up / spin down) comes out at -5.8324 / -5.8316 eV. Its gap between HOMO and LUMO (spin up / spin down) is 0.23484 / 0.23489 Ha.



Record 4
Computed, not measured: a 3-piece molecular cluster, H6O3 overall at a distorted geometry, with ωB97M-V/def2-TZVPD.

Geometry as XYZ:
```
9
H6O3 ωB97M-V/def2-TZVPD
O 1.007 -0.125 -0.309
H 0.540 0.692 -0.133
H 1.220 -0.084 -1.241
O 0.403 -2.662 0.141
H -0.387 -2.496 0.656
H 0.813 -1.802 0.048
O -0.865 2.115 0.082
H -1.749 1.892 -0.207
H -0.982 2.470 0.963
```

The structure (SMILES) is O.O.O. The value obtained for the energy is -6239.9322 eV. Its energy above the lowest of the compared OMol25 structures with the same formula, charge and spin is 7.4 kcal/mol. The LUMO energy comes out at 0.4095 eV. Its gap between HOMO and LUMO is 0.39828 Ha.



Record 5
Computed, not measured: a 10-piece molecular cluster, C39H70F9NO19S6 overall at a distorted geometry, with ωB97M-V/def2-TZVPD.

Geometry as XYZ:
```
144
C39H70F9NO19S6 ωB97M-V/def2-TZVPD
C 1.157 -1.979 -4.453
C 0.985 -3.531 -4.082
O 0.478 -3.719 -2.785
C 0.104 -5.029 -2.443
O 0.078 -6.041 -3.198
C -0.434 -5.123 -1.011
F -1.780 -5.014 -1.069
F -0.272 -6.308 -0.479
F 0.060 -4.185 -0.238
H 1.605 -1.886 -5.442
H 1.824 -1.444 -3.777
H 0.229 -1.408 -4.476
H 2.020 -3.849 -3.954
H 0.511 -3.935 -4.977
C -3.104 -5.682 2.203
C -3.258 -4.834 3.450
O -3.548 -3.565 2.924
C -4.103 -2.533 3.686
O -4.449 -2.677 4.867
C -4.256 -1.192 2.959
F -4.215 -0.181 3.756
F -3.310 -0.948 2.128
F -5.475 -1.260 2.323
H -2.425 -5.223 1.485
H -4.050 -5.935 1.724
H -2.689 -6.672 2.392
H -2.355 -4.863 4.061
H -4.077 -5.167 4.087
C -0.621 -3.617 5.942
C -0.483 -2.709 4.717
O 0.824 -2.959 4.138
C 0.977 -3.890 3.269
O 0.056 -4.572 2.748
C 2.404 -3.955 2.711
F 2.364 -3.333 1.504
F 3.139 -3.353 3.597
F 2.689 -5.225 2.575
H -0.643 -4.657 5.615
H -1.567 -3.373 6.425
H 0.205 -3.379 6.613
H -0.573 -1.666 5.018
H -1.308 -2.800 4.011
C -3.323 -0.167 -4.628
O -2.566 0.100 -5.542
N -3.459 -1.363 -3.967
C -4.641 -1.443 -3.153
C -2.562 -2.495 -4.242
H -4.007 0.578 -4.194
H -5.459 -0.736 -3.292
H -4.362 -1.588 -2.110
H -5.025 -2.440 -3.371
H -3.123 -3.412 -4.420
H -1.973 -2.259 -5.128
H -1.877 -2.568 -3.397
C 2.781 3.851 -5.792
C 1.302 4.261 -5.445
C 0.414 2.979 -5.278
S 1.676 1.696 -4.881
O 1.728 0.788 -6.035
O 1.304 1.178 -3.554
C 3.179 2.782 -4.791
H 3.420 4.734 -5.777
H 2.771 3.573 -6.846
H 0.901 4.912 -6.222
H 1.354 4.752 -4.474
H -0.106 2.689 -6.191
H -0.183 3.046 -4.368
H 4.169 2.326 -4.787
H 3.066 3.223 -3.800
C -1.715 1.565 5.506
C -2.537 2.072 6.670
C -1.723 3.235 7.322
S -0.990 4.230 5.978
O 0.415 4.411 6.207
O -1.906 5.319 5.621
C -1.178 2.808 4.695
H -2.192 0.906 4.781
H -1.009 0.791 5.808
H -2.841 1.370 7.447
H -3.488 2.410 6.257
H -0.899 2.904 7.953
H -2.124 3.920 8.068
H -0.290 2.466 4.163
H -1.905 3.227 3.999
C -3.912 1.989 0.886
C -3.627 3.506 0.852
C -3.784 3.960 -0.628
S -5.004 2.780 -1.497
O -4.295 2.033 -2.591
O -6.235 3.509 -1.705
C -5.144 1.704 0.000
H -4.046 1.787 1.949
H -3.011 1.428 0.641
H -2.617 3.665 1.228
H -4.388 4.040 1.421
H -2.791 3.766 -1.033
H -4.042 4.996 -0.846
H -5.107 0.669 -0.339
H -6.104 1.876 0.487
C -0.648 0.191 -1.424
C -1.023 -0.865 -0.367
C 0.052 -0.809 0.731
S 0.194 1.044 0.975
O 1.596 1.299 1.318
O -0.942 1.372 1.800
C -0.241 1.520 -0.777
H -1.486 0.251 -2.118
H 0.135 -0.289 -2.011
H -1.038 -1.863 -0.806
H -2.026 -0.565 -0.061
H 0.954 -1.345 0.433
H -0.373 -1.191 1.659
H 0.642 1.944 -1.255
H -0.997 2.302 -0.714
C 5.141 5.295 -0.608
C 4.300 4.290 -1.472
C 3.854 3.075 -0.659
S 5.295 2.715 0.412
O 6.248 1.817 -0.269
O 4.888 2.526 1.790
C 6.058 4.510 0.335
H 4.514 5.955 -0.009
H 5.737 5.885 -1.305
H 4.873 3.902 -2.314
H 3.465 4.778 -1.974
H 3.575 2.205 -1.254
H 3.007 3.431 -0.072
H 7.072 4.493 -0.064
H 6.015 4.842 1.372
C 4.044 -1.081 0.156
C 5.451 -1.674 0.246
C 6.113 -1.430 -1.173
S 4.765 -1.414 -2.407
O 4.677 -2.587 -3.251
O 4.830 -0.127 -3.096
C 3.372 -1.487 -1.185
H 4.155 -0.010 0.326
H 3.461 -1.449 1.000
H 5.438 -2.761 0.322
H 6.030 -1.257 1.070
H 6.896 -2.137 -1.446
H 6.602 -0.468 -1.331
H 3.200 -2.562 -1.146
H 2.497 -0.941 -1.539
```

The structure (SMILES) is CCOC(=O)C(F)(F)F.CCOC(=O)C(F)(F)F.CCOC(=O)C(F)(F)F.O=S1(=O)CCCC1.O=S1(=O)CCCC1.O=S1(=O)CCCC1.O=S1(=O)CCCC1.O=S1(=O)CCCC1.O=S1(=O)CCCC1.CN(C)C=O. The value obtained for the energy is -171434.6735 eV. The LUMO energy comes out at 0.0283 eV. Its gap between HOMO and LUMO is 0.33489 Ha.



Record 6
Computed, not measured: C8H24O3SSb as an isolated structure at a distorted geometry, with ωB97M-V/def2-TZVPD.

Geometry as XYZ:
```
37
C8H24O3SSb ωB97M-V/def2-TZVPD
C 2.524 1.648 0.830
C 2.047 1.467 -0.607
C 3.283 1.311 -1.506
C 1.222 2.645 -1.140
Sb -0.299 3.589 0.186
C -1.940 2.320 -0.791
S -1.803 0.595 -0.632
O -1.594 0.188 0.718
O -2.905 -0.054 -1.303
H 3.493 1.185 0.969
H 1.831 1.176 1.512
H 2.556 2.693 1.107
H 1.477 0.548 -0.721
H 2.989 1.207 -2.544
H 3.872 2.214 -1.396
H 3.912 0.487 -1.183
H 0.717 2.349 -2.059
H 1.917 3.432 -1.414
H -0.513 4.815 -1.082
H -1.530 4.398 1.167
H -0.147 2.368 1.418
H 0.965 4.592 0.947
H -2.883 2.516 -0.301
H -2.024 2.497 -1.856
H -0.680 0.283 -1.321
C -1.683 -2.985 1.292
C -0.888 -4.118 0.669
C -1.777 -5.300 0.311
O 0.164 -4.545 1.543
H -2.155 -3.323 2.222
H -1.040 -2.144 1.536
H -2.463 -2.627 0.620
H -0.388 -3.759 -0.232
H -2.252 -5.702 1.212
H -1.191 -6.103 -0.139
H -2.562 -5.006 -0.386
H -0.251 -4.858 2.355
```

The value obtained for the energy is -32196.4172 eV. Its total charge is -1. The LUMO energy comes out at 2.9622 eV. Its gap between HOMO and LUMO is 0.25522 Ha.